C18H24N2O3 in the gas phase at a distorted geometry. Source: the OMol25 dataset; level of theory: ωB97M-V/def2-TZVPD.

Results
Structure (SMILES) ... CCCCOCCCNC(=O)c1c(-c2ccccc2)noc1C
Energy above the lowest of the compared OMol25 structures with the same formula, charge and spin ... 249.99 kJ/mol
HOMO-LUMO gap ... 9.99 eV

Structure (XYZ):
```
47
Properties=species:S:1:pos:R:3:forces:R:3:lowdin_charge:R:1
C -4.583 -1.571 -1.938 -0.019 0.173 -0.145 -0.108
C -5.282 -0.227 -1.781 -0.034 -0.129 0.207 -0.263
C -5.310 0.261 -0.332 0.388 0.135 -0.188 -0.187
C -3.951 0.722 0.192 -0.282 0.192 0.106 -0.235
O -3.142 -0.391 0.497 -0.047 -0.235 -0.024 -0.163
C -1.890 -0.036 1.027 0.211 -0.045 0.094 -0.233
C -1.118 -1.313 1.343 -0.046 0.401 0.016 -0.143
C 0.228 -1.012 2.002 -0.278 -0.131 0.102 -0.173
N 1.110 -0.274 1.130 -0.075 -0.119 -0.089 0.069
C 1.340 1.050 1.284 0.123 -0.203 -0.265 -0.457
O 0.857 1.708 2.187 -0.189 0.218 0.243 0.066
C 2.210 1.642 0.246 0.243 0.832 -0.402 -0.017
C 3.275 1.077 -0.527 -0.402 0.867 -0.050 -0.198
C 3.890 -0.243 -0.427 0.274 -0.327 -0.112 -0.180
C 4.077 -0.849 0.814 0.061 0.094 -0.094 -0.038
C 4.676 -2.092 0.894 0.007 -0.059 0.077 -0.075
C 5.093 -2.741 -0.257 0.022 -0.034 -0.019 -0.085
C 4.922 -2.135 -1.492 0.064 -0.072 -0.039 -0.076
C 4.328 -0.891 -1.579 -0.087 0.053 0.088 -0.023
N 3.717 1.960 -1.387 0.804 -0.961 -0.212 0.125
O 3.001 3.097 -1.220 -0.673 0.492 0.358 0.034
C 2.106 2.925 -0.240 -0.089 -0.836 0.473 -0.235
C 1.202 4.037 0.125 0.068 0.055 -0.150 0.020
H -5.118 -2.341 -1.387 -0.024 -0.136 0.065 0.075
H -4.544 -1.860 -2.987 0.010 -0.103 -0.079 0.067
H -3.572 -1.518 -1.547 0.094 -0.092 -0.014 0.059
H -4.782 0.522 -2.400 -0.057 0.065 -0.047 0.104
H -6.311 -0.314 -2.138 0.018 0.065 -0.075 0.101
H -5.671 -0.538 0.316 -0.104 0.016 0.111 0.116
H -5.998 1.105 -0.253 -0.025 -0.004 0.082 0.109
H -3.449 1.358 -0.555 -0.039 -0.022 0.053 0.127
H -4.092 1.327 1.103 0.053 -0.041 -0.104 0.123
H -1.333 0.581 0.301 -0.051 -0.034 0.103 0.127
H -2.017 0.564 1.941 0.026 -0.023 -0.075 0.132
H -1.721 -1.924 2.015 -0.017 -0.072 0.016 0.119
H -0.969 -1.877 0.420 -0.017 -0.075 -0.020 0.117
H 0.718 -1.947 2.291 -0.037 0.093 0.055 0.122
H 0.079 -0.392 2.889 0.060 -0.159 -0.030 0.123
H 1.480 -0.752 0.323 0.047 0.127 0.037 0.141
H 3.770 -0.336 1.714 -0.013 0.020 0.059 0.120
H 4.823 -2.554 1.859 0.019 -0.034 0.076 0.104
H 5.558 -3.713 -0.191 0.034 -0.078 0.003 0.102
H 5.257 -2.635 -2.389 0.021 -0.038 -0.072 0.104
H 4.196 -0.404 -2.533 -0.022 0.030 -0.105 0.113
H 1.781 4.938 0.314 0.006 0.075 0.037 0.095
H 0.650 3.761 1.019 0.015 0.023 -0.013 0.079
H 0.509 4.245 -0.689 -0.040 0.036 -0.038 0.094
```
Positions in Å, forces in eV/Å.

C5H10N2O2 in the gas phase at a distorted geometry. Source: the OMol25 dataset; level of theory: ωB97M-V/def2-TZVPD.

Results
Structure (SMILES) ... C/N=C(N)\C=C(\O)OC
Energy above the lowest of the compared OMol25 structures with the same formula, charge and spin ... 236.21 kJ/mol
HOMO-LUMO gap ... 9.50 eV

Structure (XYZ):
```
19
Properties=species:S:1:pos:R:3:forces:R:3:lowdin_charge:R:1
C -1.016 1.674 -0.955 0.187 0.119 -0.132 -0.145
N -1.107 0.299 -1.355 -0.084 -0.373 0.067 0.009
C -0.177 -0.543 -1.144 -0.166 0.458 -0.136 -0.473
N -0.382 -1.846 -1.549 0.053 -0.330 -0.031 0.113
C 1.152 -0.303 -0.537 0.025 0.447 0.068 0.013
C 1.400 0.183 0.678 -0.759 -0.710 1.460 -0.412
O 2.606 0.414 1.211 -0.624 0.883 1.945 0.071
O 0.533 0.372 1.755 -0.077 -0.084 -1.247 -0.094
C -0.655 -0.408 1.831 -0.321 0.001 -0.094 -0.050
H -1.210 2.292 -1.835 -0.082 0.071 0.113 0.073
H -1.794 1.891 -0.220 0.002 0.092 0.015 0.072
H -0.046 1.975 -0.544 -0.002 -0.041 0.049 0.071
H -1.146 -1.975 -2.193 0.017 0.053 -0.019 0.091
H 0.437 -2.402 -1.729 -0.014 -0.015 0.049 0.085
H 2.013 -0.445 -1.174 0.121 -0.120 0.008 0.122
H 2.265 0.620 2.170 1.652 -0.412 -2.120 0.179
H -1.429 -0.008 1.178 -0.028 0.004 0.022 0.076
H -0.983 -0.349 2.868 0.040 -0.051 -0.077 0.096
H -0.459 -1.442 1.544 0.059 0.008 0.060 0.103
```
Positions in Å, forces in eV/Å.

C2H8NOP in the gas phase at a distorted geometry. Source: the OMol25 dataset; level of theory: ωB97M-V/def2-TZVPD.

Results
Structure (SMILES) ... CPNCO
Energy above the lowest of the compared OMol25 structures with the same formula, charge and spin ... 219.37 kJ/mol
HOMO-LUMO gap ... 9.66 eV

Structure (XYZ):
```
13
Properties=species:S:1:pos:R:3:forces:R:3:lowdin_charge:R:1
C 0.461 -1.681 0.568 0.384 2.039 2.712 -0.320
P 1.257 0.032 1.014 -0.390 -0.661 -1.175 0.803
N 0.259 1.300 0.396 -1.806 0.946 2.357 -0.352
C -0.597 1.253 -0.807 2.206 1.362 0.775 -0.417
O -1.253 0.097 -0.978 -4.668 -3.151 1.075 -0.104
H 1.320 -2.278 0.515 1.203 -1.353 0.348 -0.014
H -0.254 -1.997 1.350 0.637 0.097 -0.173 0.032
H -0.009 -1.747 -0.333 -1.195 0.189 -2.509 -0.035
H 2.240 0.048 -0.053 -0.527 -0.215 0.376 -0.073
H -0.262 1.703 1.260 1.079 -0.744 -2.204 0.080
H -1.149 2.200 -0.901 -0.277 -0.340 0.370 0.119
H 0.070 1.210 -1.654 0.575 0.431 -0.351 0.108
H -2.084 -0.138 -0.378 2.781 1.399 -1.601 0.173
```
Positions in Å, forces in eV/Å.

C31H25AsI2N2OPtS as an isolated structure. Source: the OMol25 dataset; level of theory: ωB97M-V/def2-TZVPD.

Results
HOMO-LUMO gap ... 7.13 eV

Structure (XYZ):
```
64
Properties=species:S:1:pos:R:3:forces:R:3:lowdin_charge:R:1
Pt -0.662 -0.582 -0.693 0.295 -0.416 0.414 0.716
I -7.076 -1.193 3.400 -0.093 0.025 0.093 0.828
C -5.515 -1.534 2.068 0.141 -0.064 -0.124 -0.772
C -4.787 -2.718 2.133 -0.027 0.037 0.014 -0.244
C -3.739 -2.927 1.259 -0.068 0.090 0.048 -0.646
I -2.662 -4.705 1.356 0.080 -0.021 0.005 0.904
C -3.343 -1.966 0.290 0.060 -0.005 0.127 -0.492
O -2.315 -2.147 -0.457 0.018 0.108 -0.371 -0.255
C -4.141 -0.791 0.232 -0.094 -0.015 -0.062 -0.180
C -3.803 0.242 -0.800 0.011 0.100 0.108 -0.144
N -2.494 0.871 -0.520 -0.327 0.062 0.090 -0.141
C -2.329 1.386 0.843 0.000 -0.048 -0.116 -0.136
C -1.892 0.298 1.795 0.162 0.016 -0.089 -0.251
C -2.430 0.159 3.063 0.012 0.049 -0.029 -0.007
C -1.978 -0.856 3.885 -0.005 -0.028 0.025 -0.032
C -0.982 -1.703 3.426 -0.008 -0.002 0.005 -0.050
C -0.485 -1.513 2.154 0.019 0.108 -0.080 -0.121
N -0.923 -0.532 1.353 -0.286 -0.049 0.474 -0.083
C -5.201 -0.589 1.104 0.039 -0.006 0.013 -0.139
H -5.037 -3.476 2.863 -0.006 0.009 0.005 0.077
H -3.726 -0.212 -1.790 0.020 -0.022 0.012 0.120
H -4.591 1.004 -0.828 -0.023 -0.015 0.017 0.122
H -2.313 1.599 -1.200 0.069 -0.018 0.014 0.110
H -1.535 2.138 0.805 -0.006 0.016 0.027 0.119
H -3.236 1.864 1.229 -0.022 -0.023 0.003 0.129
H -3.229 0.819 3.373 -0.006 -0.006 0.009 0.124
H -2.414 -0.997 4.865 0.007 0.004 0.002 0.118
H -0.613 -2.524 4.023 -0.002 0.000 0.007 0.112
H 0.270 -2.161 1.733 -0.024 -0.024 -0.017 0.104
H -5.780 0.324 1.028 -0.009 -0.005 0.003 0.098
S -0.714 -0.607 -2.958 0.019 -0.131 -0.325 0.560
C 0.938 -0.472 -3.534 0.048 -0.033 -0.178 -0.695
C 1.198 -0.624 -4.903 -0.016 0.004 0.023 -0.119
C 2.494 -0.589 -5.378 0.012 -0.013 -0.033 -0.085
C 3.573 -0.409 -4.516 0.020 0.008 0.018 -0.094
C 3.332 -0.240 -3.164 -0.029 0.129 -0.053 -0.097
C 2.024 -0.248 -2.691 0.092 -0.189 0.154 -0.418
As 1.541 0.020 -0.860 -0.195 0.634 -0.436 1.156
C 3.046 -0.533 0.200 -0.020 -0.138 0.078 -0.363
C 4.035 0.369 0.580 0.036 -0.099 0.021 -0.099
C 5.144 -0.087 1.282 0.009 0.042 0.003 -0.076
C 5.266 -1.430 1.603 -0.005 -0.009 0.004 -0.080
C 4.280 -2.330 1.221 -0.002 0.024 -0.002 -0.077
C 3.170 -1.882 0.520 -0.023 -0.031 0.032 -0.110
C 1.538 1.964 -0.679 0.197 -0.120 0.090 -0.364
C 1.562 2.778 -1.803 -0.003 0.049 0.000 -0.085
C 1.415 4.155 -1.667 0.010 -0.027 -0.016 -0.075
C 1.250 4.720 -0.412 0.002 -0.012 0.020 -0.087
C 1.231 3.907 0.716 0.001 0.003 -0.012 -0.089
C 1.369 2.533 0.581 -0.020 0.019 0.026 -0.140
H 0.373 -0.801 -5.582 -0.009 0.016 0.004 0.101
H 2.671 -0.725 -6.438 0.004 0.005 0.002 0.104
H 4.586 -0.403 -4.896 -0.001 -0.006 -0.003 0.099
H 4.159 -0.094 -2.477 -0.015 -0.008 0.019 0.103
H 3.949 1.418 0.330 -0.023 0.024 -0.013 0.100
H 5.915 0.613 1.576 0.000 -0.001 0.002 0.106
H 6.131 -1.778 2.152 0.002 0.003 -0.002 0.105
H 4.375 -3.379 1.468 -0.004 0.000 -0.003 0.107
H 2.404 -2.587 0.217 -0.025 0.027 -0.027 0.102
H 1.685 2.342 -2.787 0.004 -0.001 -0.002 0.104
H 1.431 4.784 -2.547 -0.003 -0.003 0.002 0.105
H 1.139 5.791 -0.309 0.001 -0.001 0.000 0.103
H 1.108 4.344 1.699 -0.002 -0.004 -0.004 0.104
H 1.343 1.906 1.467 0.006 -0.020 -0.016 0.105
```
Positions in Å, forces in eV/Å.

C6H8N2 in the gas phase at a distorted geometry. Source: the OMol25 dataset; level of theory: ωB97M-V/def2-TZVPD.

Results
Energy above the lowest of the compared OMol25 structures with the same formula, charge and spin ... 290.93 kJ/mol
HOMO-LUMO gap (spin up / spin down) ... 7.74 / 7.74 eV

Structure (XYZ):
```
16
Properties=species:S:1:pos:R:3:forces:R:3:lowdin_charge:R:1
C 0.069 1.637 -1.163 -0.675 -0.651 0.815 -0.070
C 1.162 1.699 -0.335 0.242 -1.272 1.076 -0.069
C -0.808 0.539 -1.067 1.131 1.979 -1.196 -0.005
C 1.341 0.694 0.638 0.398 1.263 -1.650 -0.034
C -0.554 -0.480 -0.200 0.388 0.763 -0.156 -0.315
C -1.373 -1.643 0.035 -1.238 0.833 -0.941 -0.045
N 0.723 -1.570 1.561 -2.724 0.601 -5.546 0.020
N 0.492 -0.358 0.615 2.983 -2.313 4.767 -0.093
H -0.155 2.515 -1.727 -0.183 0.063 -0.872 0.099
H 1.911 2.449 -0.486 0.157 0.482 0.364 0.098
H -1.584 0.552 -1.801 -0.785 -0.498 0.082 0.110
H 2.239 0.800 1.295 -1.249 -0.942 -0.379 0.140
H -2.288 -1.457 -0.540 -0.040 -0.640 0.276 0.094
H -0.822 -2.492 -0.280 0.144 -1.171 -0.082 0.080
H -1.481 -1.632 1.100 -0.488 -0.688 0.647 0.074
H 1.128 -1.253 2.356 1.938 2.191 2.796 -0.084
```
Positions in Å, forces in eV/Å.

C20H18N4O3S2 in the gas phase at a distorted geometry. Source: the OMol25 dataset; level of theory: ωB97M-V/def2-TZVPD.

Results
Structure (SMILES) ... Cc1ccc(/C=C2\SC(=S)N(CCC(=O)NNC(=O)c3ccncc3)C2=O)cc1
Energy above the lowest of the compared OMol25 structures with the same formula, charge and spin ... 123.58 kJ/mol
HOMO-LUMO gap ... 7.47 eV

Structure (XYZ):
```
47
Properties=species:S:1:pos:R:3:forces:R:3:lowdin_charge:R:1
C 4.479 1.616 -4.571 -0.003 0.056 -0.066 -0.048
C 3.376 1.493 -3.570 -0.125 -0.045 0.138 -0.269
C 3.240 2.428 -2.546 0.050 -0.052 -0.099 -0.030
C 2.217 2.338 -1.629 -0.223 -0.167 0.048 -0.026
C 1.282 1.298 -1.703 0.525 0.077 -0.465 -0.213
C 0.197 1.133 -0.779 -0.705 0.196 0.883 -0.020
C -0.158 1.854 0.308 0.573 -0.152 -0.730 -0.397
S 0.566 3.285 1.006 -0.052 0.092 0.184 1.050
C -0.603 3.318 2.317 0.130 0.261 0.018 -1.083
S -0.615 4.424 3.513 0.192 0.092 -0.048 0.689
N -1.496 2.303 2.178 -0.162 0.117 0.074 -0.104
C -2.482 1.987 3.188 -0.352 -0.110 0.223 -0.138
C -1.862 1.095 4.280 0.160 0.068 -0.290 -0.059
C -1.106 -0.015 3.582 -0.191 -0.129 0.431 -0.486
O 0.060 0.079 3.242 0.224 0.050 -0.093 0.076
N -1.827 -1.130 3.317 -0.415 -0.617 -0.182 0.106
N -1.298 -2.018 2.378 0.468 0.350 0.173 0.105
C -2.141 -2.579 1.470 0.118 0.112 0.459 -0.441
O -3.341 -2.620 1.659 -0.176 0.038 -0.075 0.082
C -1.470 -3.196 0.291 0.049 -0.167 -0.493 -0.119
C -2.102 -4.250 -0.363 0.122 0.205 0.162 0.010
C -1.504 -4.782 -1.494 -0.272 -0.055 0.191 -0.132
N -0.366 -4.332 -1.993 0.232 -0.174 -0.432 0.062
C 0.227 -3.323 -1.380 0.164 0.211 0.159 -0.145
C -0.274 -2.715 -0.239 -0.209 -0.150 0.054 -0.008
C -1.303 1.438 1.118 -0.389 -0.585 -0.432 -0.454
O -2.005 0.470 0.914 0.016 0.194 0.001 0.104
C 1.421 0.360 -2.736 -0.088 0.198 0.264 -0.022
C 2.449 0.458 -3.648 0.133 0.085 -0.044 -0.034
H 4.192 2.322 -5.351 0.053 0.022 -0.082 0.088
H 5.387 1.989 -4.103 0.086 0.001 -0.022 0.080
H 4.688 0.659 -5.042 0.061 -0.032 -0.047 0.078
H 3.952 3.238 -2.472 0.084 0.081 0.014 0.117
H 2.138 3.078 -0.847 0.101 0.080 -0.021 0.049
H -0.457 0.288 -0.972 -0.053 -0.005 0.055 0.119
H -3.294 1.461 2.678 0.090 0.121 0.074 0.134
H -2.848 2.921 3.621 0.035 -0.143 -0.097 0.101
H -1.154 1.684 4.865 -0.032 -0.120 -0.015 0.115
H -2.644 0.706 4.928 -0.046 -0.001 0.045 0.123
H -2.842 -1.159 3.321 0.190 0.096 0.010 0.152
H -0.333 -1.786 2.166 -0.225 -0.046 0.020 0.130
H -3.038 -4.627 0.016 -0.091 -0.032 0.009 0.118
H -1.957 -5.605 -2.032 -0.112 -0.066 0.035 0.107
H 1.153 -2.983 -1.828 0.078 0.101 0.042 0.103
H 0.249 -1.876 0.194 0.058 0.096 0.034 0.105
H 0.709 -0.449 -2.813 -0.093 -0.076 0.006 0.107
H 2.537 -0.278 -4.435 0.019 -0.075 -0.076 0.114
```
Positions in Å, forces in eV/Å.

A 2-piece molecular cluster, CN2O5S2 overall at a distorted geometry. Source: the OMol25 dataset; level of theory: ωB97M-V/def2-TZVPD.

Results
Energy above the lowest of the compared OMol25 structures with the same formula, charge and spin ... 175.31 kJ/mol
HOMO-LUMO gap ... 7.97 eV

Structure (XYZ):
```
10
Properties=species:S:1:pos:R:3:forces:R:3:lowdin_charge:R:1
C 1.385 2.031 -0.320 1.147 -0.044 2.554 -0.549
N 1.261 -2.088 0.403 -0.302 -5.161 1.353 -0.537
N -1.819 -0.062 0.074 0.184 -1.046 1.529 -0.803
O 1.866 1.642 0.643 1.062 -0.868 1.790 0.160
O 0.911 2.501 -1.214 -2.022 1.742 -4.272 0.258
O 0.942 -3.161 0.851 0.635 1.416 -0.012 0.018
O -0.617 0.045 -0.623 -0.717 -0.167 0.246 -0.466
O -1.775 -0.594 1.202 0.090 1.243 -2.649 -0.031
S 0.932 -0.836 -0.244 -0.412 3.095 -1.124 1.215
S -3.087 0.523 -0.771 0.336 -0.210 0.585 0.735
```
Positions in Å, forces in eV/Å.

For reference, electronic energy by record: -28177.582; -12421.024; -15028.849; -128703.606; -9328.692; -54806.383; -35918.063 eV.